[1]
# C26H48CeOP2

C26H48CeOP2 as an isolated structure (ωB97M-V with the def2-TZVPD basis set, OMol25).

Values from the calculation:
Expectation value of S²: 0.7562
Total energy, Eh: -2251.94746
LUMO (alpha / beta), eV: -3.08 / -3.34
Net charge: +1
Molar mass, g/mol: 578.733
Energy above the lowest of the compared OMol25 structures with the same formula, charge and spin, kJ/mol: 1078.8
Spin multiplicity: 2

Positions of all 78 atoms, in Å:
1 Ce 0.09314 -0.52123 1.91044
2 C -0.84646 -2.27603 2.85304
3 C 0.47704 -2.61243 2.36764
4 C 0.69994 -0.94773 3.98954
5 C -0.72076 -1.24293 3.83094
6 C 1.42594 -1.80353 3.10654
7 C -2.11806 -2.96003 2.45014
8 H -2.03956 -3.38473 1.44534
9 H -2.96416 -2.26763 2.46314
10 H -2.34746 -3.78403 3.13924
11 C -1.82036 -0.59173 4.61054
12 H -2.79546 -0.78933 4.15674
13 H -1.67836 0.49297 4.63964
14 H -1.84556 -0.96523 5.64344
15 C 1.26224 0.04927 4.95434
16 H 1.38824 -0.39503 5.95114
17 H 0.59614 0.91317 5.04384
18 H 2.23854 0.41227 4.62144
19 C 2.91804 -1.91263 3.01204
20 H 3.30444 -2.59373 3.78234
21 H 3.39834 -0.94053 3.15354
22 H 3.22654 -2.30773 2.04004
23 C 0.81504 -3.74623 1.44674
24 H 1.03374 -4.66593 2.00824
25 H 1.69394 -3.51323 0.83834
26 H -0.01336 -3.96323 0.76604
27 C -1.71606 1.00577 -4.96466
28 C -1.77946 -0.33103 -4.98006
29 C -0.94496 -1.33503 -5.73156
30 C 0.40724 -0.85023 -6.29946
31 C 1.34504 -0.33353 -5.23496
32 C 1.40444 0.88747 -4.69036
33 C 0.57774 2.11607 -4.96626
34 C -0.76516 1.91677 -5.70306
35 H -1.54486 -1.75493 -6.55426
36 H 0.24004 -0.10653 -7.08056
37 H -0.75316 -2.17853 -5.05356
38 H -0.58506 1.56657 -6.72106
39 H -2.42396 1.51687 -4.31166
40 H -2.54976 -0.78583 -4.35596
41 H -1.23546 2.90227 -5.80146
42 H 0.37424 2.60087 -4.00116
43 H 2.16414 1.03787 -3.92226
44 H 1.18794 2.83867 -5.53076
45 H 0.88184 -1.70603 -6.79396
46 H 2.04524 -1.07283 -4.84506
47 P -1.11506 -0.22193 0.00424
48 C -2.73836 0.63827 -0.03036
49 C -1.39886 -1.59623 -1.18926
50 P 1.45954 0.31227 0.29154
51 C 0.10874 0.88627 -0.84696
52 C 2.50614 -0.78643 -0.75296
53 C 2.58124 1.74217 0.56274
54 H -2.71406 1.41227 0.74094
55 H -3.52586 -0.08113 0.21634
56 H -2.94586 1.07957 -1.01116
57 H -1.54356 -1.21863 -2.20746
58 H -2.29096 -2.15453 -0.88926
59 H -0.54616 -2.27963 -1.17166
60 H 2.85404 2.23177 -0.37836
61 H 3.48914 1.39027 1.06354
62 H 2.06364 2.44237 1.22324
63 H -0.13546 1.91977 -0.57966
64 H 0.24864 0.79337 -1.92936
65 H 3.46204 -0.95793 -0.24856
66 H 2.69914 -0.34053 -1.73486
67 H 2.01004 -1.75163 -0.88206
68 C -0.36836 3.66577 1.86574
69 C -0.32606 2.55487 2.92114
70 C -0.89516 3.15697 4.21904
71 O -1.11306 1.45947 2.50984
72 H -1.41546 3.99177 1.68414
73 H 0.05944 3.34657 0.91154
74 H 0.22614 4.54117 2.20504
75 H 0.71854 2.22587 3.09044
76 H -1.94386 3.49057 4.06154
77 H -0.89476 2.45597 5.06774
78 H -0.28726 4.03347 4.53114

[2]
# C26H48Cl2FeN2O3P

C26H48Cl2FeN2O3P as an isolated structure (ωB97M-V with the def2-TZVPD basis set, OMol25).

Values from the calculation:
Expectation value of S²: 8.7907
Total energy, Eh: -3880.05696
LUMO (alpha / beta), eV: 0.16 / -1.05
Net charge: 0
Molar mass, g/mol: 594.406
Energy above the lowest of the compared OMol25 structures with the same formula, charge and spin, kJ/mol: 307.5
Spin multiplicity: 6

Positions of all 83 atoms, in Å:
1 O 1.03305 -0.64987 -3.87381
2 C 0.05657 0.06698 -4.02696
3 C -0.06946 1.53103 -4.13865
4 C 0.35139 2.47170 -3.17226
5 H 0.46580 2.18693 -2.11703
6 C 0.53572 3.78408 -3.60922
7 H 0.99137 4.52824 -2.94414
8 C 0.14689 4.12328 -4.91448
9 H 0.34480 5.12280 -5.28064
10 C -0.49506 3.21305 -5.77496
11 H -0.81919 3.46701 -6.78392
12 C -0.67438 1.91482 -5.33811
13 H -1.21797 1.15520 -5.90334
14 H -0.91774 -0.48624 -3.99071
15 C -2.65839 -1.23429 -2.10463
16 C -2.24219 -0.07807 -1.28759
17 H -3.41435 -0.91871 -2.84614
18 H -3.10420 -1.95775 -1.40073
19 H -1.79741 -1.72485 -2.56710
20 C -2.56038 1.26809 -1.35604
21 C -4.02438 1.58908 -1.35751
22 H -1.93358 2.04318 -1.78588
23 H -4.50698 1.78162 -2.32966
24 H -4.25000 2.41906 -0.67642
25 H -4.48324 0.69655 -0.90400
26 Fe -1.59484 0.21307 0.29661
27 Cl 0.03189 1.65326 0.34056
28 Cl -3.19091 -0.86639 1.23649
29 H 4.37173 1.07800 -2.92026
30 H 4.65303 1.69491 -0.23677
31 C 3.32659 1.28144 -2.63147
32 C 3.55498 1.62733 -0.20374
33 N 3.05771 0.79563 -1.28858
34 H 2.66187 0.77525 -3.33427
35 C 2.72490 -0.50577 -1.07624
36 O 2.71276 -1.07288 0.01864
37 H 3.23190 1.21460 0.75471
38 H 2.44809 -1.04855 -2.00709
39 H 3.16566 2.36859 -2.67637
40 H 3.16447 2.64573 -0.31634
41 H -0.20093 -5.39063 0.52981
42 H 1.57178 -5.65806 -1.62495
43 C -0.78589 -4.96759 -0.30160
44 C 0.88005 -4.98524 -2.15214
45 N 0.07148 -4.22664 -1.21850
46 H -1.55513 -4.30053 0.09214
47 C 0.18984 -2.88569 -1.11756
48 O -0.35789 -2.21835 -0.23496
49 H 1.45295 -4.28154 -2.76223
50 H 0.80728 -2.41262 -1.90492
51 H -1.25406 -5.79175 -0.85438
52 H 0.24000 -5.59325 -2.80582
53 C 0.64523 -2.58472 2.68335
54 C -0.35510 -1.75416 3.49517
55 C -0.11426 -1.95370 4.99120
56 P -0.39734 0.01321 2.90397
57 C -1.82102 0.99259 3.62257
58 C -2.19371 0.63498 5.05371
59 C -1.66336 2.49545 3.38800
60 C 1.16740 0.81356 3.53883
61 C 1.13216 1.23849 5.00629
62 C 2.42318 -0.00468 3.23657
63 H 1.63227 -2.63002 3.16602
64 H 0.76418 -2.21589 1.65786
65 H 0.26793 -3.61391 2.61412
66 H -1.37980 -2.08216 3.23423
67 H 0.90847 -1.68768 5.29123
68 H -0.82474 -1.41449 5.62230
69 H -0.24797 -3.02240 5.20650
70 H -2.66294 0.65085 2.99090
71 H -1.37427 0.81565 5.75862
72 H -3.03206 1.27255 5.36529
73 H -2.52784 -0.40569 5.14042
74 H -1.37660 2.72527 2.35098
75 H -2.62328 2.98242 3.61316
76 H -0.91778 2.93228 4.06131
77 H 1.20171 1.71807 2.90781
78 H 0.94544 0.39051 5.67708
79 H 2.11792 1.64993 5.26151
80 H 0.39311 2.01802 5.21266
81 H 2.44225 -0.40975 2.21462
82 H 3.29339 0.65847 3.35182
83 H 2.56124 -0.81991 3.95977

[3]
# C26H48Cl3N5O3PRuSi

C26H48Cl3N5O3PRuSi as an isolated structure (ωB97M-V with the def2-TZVPD basis set, OMol25).

Values from the calculation:
Expectation value of S²: 8.7671
Total energy, Eh: -3625.34722
LUMO (alpha / beta), eV: 0.43 / -0.24
Net charge: 0
Molar mass, g/mol: 745.191
Energy above the lowest of the compared OMol25 structures with the same formula, charge and spin, kJ/mol: 0.0
Spin multiplicity: 6

Positions of all 88 atoms, in Å:
1 C -1.60667 -1.85354 -3.16612
2 C -1.16367 -2.88314 -2.17792
3 H -1.33127 -2.08934 -4.19062
4 H -1.19637 -0.87904 -2.90772
5 H -2.69347 -1.74454 -3.13252
6 C -0.70527 -4.10044 -2.47722
7 C -0.53127 -4.70504 -3.82922
8 H -0.43947 -4.75404 -1.65322
9 H -0.76417 -4.02004 -4.63972
10 H -1.17087 -5.58304 -3.94852
11 H 0.49373 -5.05604 -3.97482
12 Ru -0.15777 0.20596 0.24078
13 Cl -2.40307 0.34756 0.79578
14 Cl -0.43177 1.42316 -1.71742
15 H 0.51833 4.72486 3.46928
16 H -1.58577 5.68636 2.24868
17 C 0.86303 4.41786 2.48148
18 C -1.13547 5.31536 1.32728
19 N -0.26497 4.19286 1.60108
20 H 1.42843 3.49786 2.56598
21 C -0.48917 2.99856 1.04638
22 O 0.22573 2.00416 1.25218
23 H -1.92767 5.00956 0.65138
24 H -1.35447 2.94676 0.38778
25 H 1.50473 5.20146 2.07848
26 H -0.57717 6.12936 0.86388
27 H 1.33993 -1.50174 -3.07522
28 H 2.27273 -3.54264 -1.92022
29 C 2.14013 -0.90094 -2.65072
30 C 3.09413 -2.90924 -1.58472
31 N 2.63043 -1.54574 -1.44522
32 H 1.74043 0.07416 -2.40362
33 C 2.44713 -1.00534 -0.24872
34 O 1.94523 0.11026 -0.02632
35 H 3.45813 -3.28114 -0.63102
36 H 2.81063 -1.62994 0.57828
37 H 2.95273 -0.81284 -3.37142
38 H 3.90173 -2.96064 -2.31352
39 O -0.17557 -1.49504 -0.54822
40 C -1.23967 -2.38264 -0.74152
41 C -0.04687 -3.91674 0.87508
42 C -1.23267 -3.48814 0.28868
43 H 0.86753 -3.40994 0.60458
44 C -0.03997 -4.95674 1.79348
45 H -2.19357 -1.85374 -0.63742
46 C -2.41967 -4.10914 0.66548
47 H 0.89553 -5.28574 2.22998
48 C -1.22857 -5.57814 2.15278
49 C -2.42197 -5.14324 1.59018
50 H -3.35117 -3.77534 0.22478
51 H -1.22697 -6.39054 2.86858
52 H -3.35567 -5.61434 1.87028
53 Si -0.55407 5.04996 -5.49562
54 Cl -0.80747 3.63766 -7.03192
55 C 1.26013 5.06676 -5.05422
56 C -1.60767 4.49686 -4.05682
57 C -1.11457 6.70086 -6.16422
58 H 1.59313 4.08856 -4.71182
59 H 1.45603 5.78416 -4.25642
60 H 1.87253 5.34486 -5.91002
61 H -0.52697 6.99636 -7.03152
62 H -1.00797 7.47906 -5.40772
63 H -2.15997 6.67066 -6.46632
64 H -1.30587 3.51356 -3.70052
65 H -2.65857 4.44076 -4.33482
66 H -1.51957 5.19536 -3.22382
67 C 1.82113 -1.10474 5.24818
68 N 1.75953 0.12746 4.44898
69 C 0.60593 0.95356 4.88968
70 N -0.67147 0.19866 4.84458
71 C -0.56497 -1.04274 5.62158
72 N 0.56153 -1.85684 5.14398
73 C 0.33343 -2.32244 3.76948
74 P 0.16853 -0.96804 2.53008
75 C 1.73803 -0.15814 2.99768
76 C -1.11047 -0.05414 3.46258
77 H 2.01083 -0.84544 6.31418
78 H 2.68013 -1.73484 4.92888
79 H 0.53333 1.88116 4.27998
80 H 0.78273 1.29516 5.93388
81 H -1.51547 -1.62034 5.56898
82 H -0.41727 -0.79464 6.69618
83 H 1.17503 -2.98004 3.46408
84 H -0.59017 -2.93894 3.74178
85 H 1.84093 0.80566 2.47228
86 H 2.60793 -0.77924 2.70378
87 H -2.08057 -0.59644 3.43818
88 H -1.25567 0.94186 3.00678

> The highest energy above the lowest of the compared OMol25 structures with the same formula, charge and spin belongs to which entry?

C26H48CeOP2

> The highest net charge belongs to which entry?

C26H48CeOP2